[1]
C14H47N13O10 | ωB97M-V/def2-TZVPD

```
84
Properties=species:S:1:pos:R:3:mulliken_charge:R:1
C -2.395 -4.060 1.554 -0.748
O -1.700 -3.127 2.374 -0.047
C -2.469 -2.589 3.509 -0.799
C -1.472 -1.836 4.367 -0.512
N -1.220 -0.498 3.905 -0.252
C -0.087 -0.032 4.603 -0.844
C 0.352 1.354 4.253 0.086
O -0.598 2.260 4.732 -0.387
C 0.065 3.482 4.626 -0.654
H -2.995 -4.871 2.062 0.356
H -1.635 -4.727 1.062 0.284
H -3.075 -3.629 0.770 0.110
H -2.853 -3.476 3.999 0.524
H -3.215 -1.895 3.173 0.335
H -0.523 -2.422 4.370 0.334
H -1.805 -1.881 5.429 0.387
H -1.023 -0.516 2.928 0.096
H 0.872 -0.622 4.556 0.411
H -0.227 0.060 5.687 0.423
H 0.502 1.470 3.145 -0.240
H 1.313 1.591 4.732 0.545
H 0.387 3.699 3.586 0.130
H 0.955 3.480 5.286 0.357
H -0.603 4.324 4.886 0.281
N 2.382 2.397 -1.343 -0.279
C 2.478 2.180 -0.011 0.393
N 2.368 3.274 0.818 -0.426
O 2.565 1.032 0.448 -0.754
H 2.218 3.290 -1.790 0.215
H 2.734 1.599 -1.860 0.196
H 2.161 4.249 0.651 0.268
H 2.078 2.881 1.702 0.173
N 0.406 1.749 -5.088 -0.306
C 0.182 2.392 -3.934 0.500
N 0.415 3.721 -3.869 -0.389
O -0.266 1.748 -2.998 -0.684
H 0.473 0.718 -5.056 0.265
H 0.715 2.240 -5.915 0.168
H 0.468 4.204 -4.762 0.210
H -0.144 4.235 -3.256 0.222
N 0.592 -0.317 -0.903 0.863
C -0.630 -0.321 -0.363 -0.257
N -1.702 -0.580 -1.127 -0.113
O -0.776 -0.228 0.866 -0.524
H 0.616 0.127 -1.826 0.183
H 1.351 0.051 -0.325 -0.350
H -2.552 -0.654 -0.607 0.115
H -1.712 -0.415 -2.119 0.159
N -1.100 4.561 1.162 -0.368
C -0.719 4.077 -0.055 0.604
N -0.717 2.771 -0.217 0.125
O -0.256 4.812 -0.933 -0.719
H -0.981 5.542 1.344 0.217
H -1.540 4.009 1.878 0.185
H -1.024 2.106 0.471 0.059
H -0.684 2.491 -1.183 0.074
N 1.682 -3.502 1.535 -0.421
C 2.494 -2.458 1.295 0.529
N 2.077 -1.313 1.836 -0.161
O 3.536 -2.575 0.672 -0.771
H 1.929 -4.287 0.925 0.238
H 0.699 -3.365 1.710 0.237
H 2.583 -0.497 1.580 0.414
H 1.062 -1.137 1.954 -0.096
N 4.744 -2.956 -2.731 -0.423
C 3.430 -2.815 -3.063 0.543
N 2.879 -1.883 -2.240 -0.228
O 2.930 -3.187 -4.137 -0.727
H 4.941 -2.514 -1.854 0.257
H 5.096 -3.879 -2.977 0.268
H 1.862 -1.808 -2.498 0.147
H 3.106 -1.875 -1.248 0.183
C 0.140 -1.574 -5.781 -0.674
O 1.019 -1.004 -4.811 -0.567
H -0.718 -0.884 -5.912 0.280
H 0.683 -1.671 -6.754 0.254
H -0.110 -2.602 -5.442 0.267
H 1.685 -1.665 -4.612 0.252
C -5.836 -0.689 -1.114 -0.522
O -4.646 -1.482 -0.941 -0.440
H -5.493 0.346 -0.999 0.215
H -6.265 -0.854 -2.130 0.261
H -6.635 -0.994 -0.375 0.230
H -4.818 -2.365 -1.283 0.256
```

## Properties
Molar mass in g/mol: 557.6
SMILES: COCCNCCOC.NC(N)=O.NC(N)=O.NC(N)=O.NC(N)=O.NC(N)=O.NC(N)=O.CO.CO
Spin multiplicity: 1
LUMO energy in eV: 0.4

[2]
C37H88N4O9PSi | ωB97M-V/def2-TZVPD

```
140
Properties=species:S:1:pos:R:3:mulliken_charge:R:1
C -2.557 5.801 0.158 -1.476
C -2.096 4.621 1.028 -1.118
C -1.926 3.290 0.279 -0.349
C -1.030 2.413 1.237 -0.532
C 0.487 2.480 1.071 -1.524
C 1.174 1.210 0.534 -0.438
O 2.465 1.133 1.111 -0.411
Si 3.736 1.073 -0.002 0.819
C 4.010 2.686 -0.900 -1.223
C 3.396 -0.367 -1.185 -0.755
C 5.325 0.670 0.908 -1.254
N -1.659 1.065 1.180 0.536
C -3.120 1.405 1.147 -2.869
N -4.040 0.329 1.326 0.644
C -4.015 -0.274 2.680 -0.930
C -3.929 -0.666 0.315 0.485
C -5.136 -1.520 0.098 -1.774
O -2.898 -0.803 -0.325 -0.313
C -3.194 2.406 -0.023 2.999
C -3.226 1.839 -1.449 -1.745
C -1.924 1.257 -2.004 1.123
C -1.671 1.470 -3.502 -0.452
N -1.970 2.741 -4.120 -0.563
O -1.173 0.557 -4.158 -0.348
P -4.820 3.343 0.305 -0.080
N -4.934 4.228 -1.151 -0.535
O -5.971 2.191 0.091 -0.498
H -3.430 6.281 0.579 0.311
H -2.784 5.453 -0.840 0.446
H -1.757 6.525 0.056 0.369
H -2.729 4.458 1.894 0.544
H -1.106 4.857 1.412 0.535
H -1.282 3.442 -0.581 0.607
H -1.232 2.764 2.245 0.779
H 0.956 2.769 2.001 0.553
H 0.694 3.281 0.364 0.241
H 0.641 0.300 0.807 0.072
H 1.253 1.304 -0.549 0.406
H 3.994 3.544 -0.231 0.350
H 4.999 2.678 -1.351 0.384
H 3.283 2.886 -1.685 0.375
H 3.013 0.013 -2.128 0.305
H 4.317 -0.914 -1.344 0.426
H 2.645 -1.002 -0.724 -0.029
H 5.879 1.591 1.080 0.363
H 5.953 0.033 0.295 0.341
H 5.152 0.199 1.871 0.349
H -1.404 0.679 0.267 -0.216
H -1.360 0.342 1.832 0.631
H -3.275 2.045 2.019 0.987
H -4.127 -1.348 2.602 0.444
H -4.831 0.087 3.294 0.304
H -3.080 -0.077 3.195 0.333
H -5.064 -2.420 0.704 0.439
H -6.046 -1.016 0.406 0.439
H -5.199 -1.829 -0.937 0.449
H -4.020 1.103 -1.545 0.114
H -3.516 2.666 -2.092 1.209
H -1.871 0.183 -1.883 -0.511
H -1.040 1.667 -1.512 -0.394
H -2.967 2.907 -4.115 0.344
H -1.513 3.482 -3.600 0.300
H -5.614 4.966 -1.033 0.288
H -5.284 3.634 -1.899 0.214
H -5.772 1.536 -0.585 0.428
C 5.044 2.888 6.037 -0.990
C 3.589 2.762 6.451 -0.308
O 2.676 2.775 5.366 -0.463
C 2.830 1.745 4.409 0.824
C 2.672 0.344 4.974 -1.278
H 5.200 3.801 5.462 0.277
H 5.682 2.919 6.921 0.398
H 5.371 2.047 5.423 0.241
H 3.312 3.616 7.069 0.354
H 3.438 1.868 7.067 0.291
H 3.789 1.848 3.889 0.175
H 2.056 1.916 3.662 -0.604
H 3.431 0.113 5.721 0.344
H 2.758 -0.392 4.173 0.401
H 1.695 0.232 5.449 0.358
C -0.601 -0.977 -6.924 -1.034
C -2.086 -1.148 -6.653 0.038
O -2.874 -1.252 -7.825 -0.463
C -2.574 -2.334 -8.687 -0.334
C -2.726 -3.702 -8.043 -0.966
H -0.428 -0.097 -7.544 0.259
H -0.059 -0.857 -5.988 0.358
H -0.181 -1.839 -7.446 0.356
H -2.457 -0.269 -6.130 0.075
H -2.264 -2.006 -5.993 0.156
H -1.571 -2.218 -9.112 0.296
H -3.276 -2.244 -9.515 0.356
H -2.034 -3.844 -7.212 0.224
H -2.529 -4.484 -8.776 0.388
H -3.739 -3.832 -7.659 0.275
C 8.994 -2.091 -2.433 -1.104
C 7.561 -2.205 -2.923 -0.374
O 6.721 -1.142 -2.503 -0.288
C 7.101 0.157 -2.920 0.223
C 7.156 0.342 -4.426 -1.272
H 9.022 -2.034 -1.344 0.294
H 9.567 -2.962 -2.751 0.406
H 9.493 -1.205 -2.826 0.272
H 7.108 -3.107 -2.513 0.340
H 7.532 -2.307 -4.013 0.327
H 8.053 0.443 -2.460 0.348
H 6.342 0.822 -2.503 -0.201
H 7.910 -0.294 -4.890 0.312
H 7.401 1.377 -4.667 0.398
H 6.193 0.098 -4.876 0.315
C 1.459 -4.941 -0.542 -0.791
C 0.147 -5.425 -1.136 -0.328
O -0.989 -4.702 -0.694 -0.494
C -1.000 -3.319 -0.978 0.270
C -0.931 -2.984 -2.459 -0.608
H 1.422 -4.982 0.547 0.269
H 2.279 -5.570 -0.887 0.410
H 1.687 -3.914 -0.830 0.048
H -0.031 -6.455 -0.830 0.377
H 0.197 -5.428 -2.230 0.268
H -0.194 -2.810 -0.430 0.135
H -1.937 -2.948 -0.573 -0.251
H -0.002 -3.327 -2.915 0.418
H -0.991 -1.904 -2.606 -0.023
H -1.757 -3.453 -2.994 0.338
C -4.932 -0.838 7.836 -1.117
C -5.134 -1.687 6.593 -0.315
O -3.939 -1.957 5.875 -0.313
C -2.931 -2.659 6.587 -0.367
C -3.361 -4.026 7.085 -1.068
H -4.460 0.111 7.579 0.299
H -5.893 -0.633 8.307 0.399
H -4.302 -1.335 8.573 0.267
H -5.778 -1.155 5.892 0.333
H -5.648 -2.621 6.843 0.313
H -2.554 -2.047 7.414 0.311
H -2.107 -2.773 5.882 0.310
H -4.178 -3.964 7.804 0.276
H -2.525 -4.524 7.576 0.384
H -3.696 -4.648 6.254 0.302
```

## Properties
Molar mass in g/mol: 792.2
Spin multiplicity: 1
Net charge: +1
LUMO energy in eV: -2.4